[1]
ORCA calculation (wB97M-V/def2-TZVPD) on a cluster of 2 separate species, C5H10N3O3 in total at a distorted geometry.

Element x y z (Å)
C (0.6353, 0.3464, 1.4552)
C (-0.7936, 0.0930, 1.8770)
C (0.9347, -0.5572, 0.2647)
C (-1.6882, 0.5360, 0.7286)
C (-0.2567, -0.7342, -0.6937)
N (-1.3969, -0.2318, -0.4522)
N (-0.1726, -1.5254, -1.8264)
N (1.7046, 1.0497, -1.8412)
O (-2.3904, -0.2827, -1.3544)
O (2.5849, 0.1358, -1.9568)
O (2.0252, 2.2210, -1.5511)
H (0.7485, 1.3695, 1.2230)
H (1.2237, 0.0511, 2.2806)
H (-1.0287, -0.9690, 2.0482)
H (-0.9591, 0.6824, 2.8490)
H (1.7783, -0.3021, -0.4777)
H (1.3064, -1.5019, 0.6378)
H (-2.6743, 0.3638, 0.9031)
H (-1.4010, 1.6236, 0.3908)
H (-0.9662, -1.0248, -2.3051)
H (0.7863, -1.3432, -2.1996)

Forces on the atoms, in the same order (eV/Å):
C -0.7 -1.7 -0.7
C -0.7 1.1 0.9
C 0.5 -0.1 -1.8
C 3.5 2.5 -0.7
C 2.2 -1.6 1.4
N -1.6 0.3 -0.4
N 0.5 1.9 0.2
N -0.6 0.8 -0.6
O 0.4 -0.1 0.3
O 0.3 1.5 -0.3
O 0.7 -1.5 -0.3
H 0.3 1.2 -0.2
H 1.2 0.0 0.8
H 0.4 0.2 0.2
H -0.3 -0.8 -1.4
H -1.2 -0.1 2.0
H -0.5 -0.8 0.1
H -2.9 0.1 0.5
H -1.1 -1.6 1.0
H 0.6 -1.1 -0.9
H -1.0 -0.2 -0.2

Properties
LUMO level: 3.56 eV
Total charge: -1



[2]
ORCA calculation (wB97M-V/def2-TZVPD) on the ion C5H10N3O3 with charge +1 at a distorted geometry.

Element x y z (Å)
C (0.9050, 0.3066, -1.2407)
C (0.8120, -2.1034, -0.8664)
C (0.4734, -0.7711, 1.2921)
C (-0.2586, 0.4274, 0.6902)
C (-1.6543, 0.2320, 0.2314)
N (0.4412, -1.9339, 0.4198)
N (1.1800, -0.9234, -1.5874)
N (1.2107, 1.3600, -1.9363)
O (0.8504, -3.1579, -1.4298)
O (-0.2251, -1.0631, 2.4541)
O (0.1162, 1.5782, 1.2053)
H (1.5167, -0.4715, 1.4995)
H (-2.2938, 0.1863, 1.1183)
H (-1.7741, -0.7064, -0.3014)
H (-1.9982, 1.0585, -0.3894)
H (0.1583, -2.7944, 0.8740)
H (1.6273, -1.1535, -2.4806)
H (1.0177, 2.2849, -1.5781)
H (1.7021, 1.3137, -2.8283)
H (0.3064, -1.5694, 3.0816)
H (-0.5362, 2.2862, 1.0783)

Forces on the atoms, in the same order (eV/Å):
C -1.7 0.0 2.9
C 0.1 0.1 -0.1
C 0.7 0.4 -0.1
C 1.2 -0.3 -2.0
C -0.3 0.1 0.1
N -0.4 0.0 0.4
N 0.5 -0.2 -1.0
N 0.3 0.1 -0.6
O 0.1 -0.2 -0.2
O -0.2 -0.1 0.1
O 0.0 0.1 0.2
H -0.3 0.0 0.0
H 0.0 0.0 0.1
H 0.1 0.0 -0.1
H 0.0 0.0 0.0
H 0.0 0.1 -0.1
H -0.1 -0.1 0.2
H 0.0 -0.2 0.0
H -0.1 0.1 0.2
H 0.1 0.1 0.0
H 0.0 -0.2 0.0

Properties
LUMO level: -3.62 eV
Total charge: +1



[3]
ORCA calculation (wB97M-V/def2-TZVPD) on the molecule C5H10N3P at a distorted geometry.

Element x y z (Å)
C (-1.0008, -0.9846, 1.8482)
C (-0.9763, -0.3933, 0.3871)
C (-1.5953, -1.2283, -0.7121)
N (0.4366, -0.1734, 0.0896)
N (1.4008, -1.0595, 0.2852)
N (2.4972, -0.5604, -0.0123)
C (2.3787, 0.7240, -0.4013)
C (1.0328, 1.0588, -0.4152)
P (0.3651, 2.6396, -0.9433)
H (-2.0950, -0.8544, 2.2557)
H (-0.3904, -0.3425, 2.4743)
H (-0.4484, -1.8575, 1.7923)
H (-1.3812, 0.6382, 0.3115)
H (-0.9778, -2.2031, -0.6838)
H (-1.3838, -0.7097, -1.5977)
H (-2.7050, -1.3731, -0.5851)
H (3.2648, 1.3304, -0.4267)
H (-0.0456, 2.1914, -2.1908)
H (1.6237, 3.1573, -1.4756)

Forces on the atoms, in the same order (eV/Å):
C -2.8 3.6 -0.7
C 0.2 0.7 1.1
C 0.3 -2.2 1.8
N 1.1 3.7 -1.8
N -2.6 -1.4 0.4
N 3.2 0.2 0.1
C -1.3 0.1 0.4
C 0.9 -2.8 1.1
P 0.1 0.7 0.2
H 2.1 -1.3 -0.7
H 0.0 0.4 0.1
H 0.1 -2.4 0.3
H -0.1 -0.6 0.5
H -1.4 1.2 -0.4
H 0.1 0.4 -1.6
H 1.2 -0.1 -0.1
H 0.0 0.2 -0.7
H -0.3 -0.1 -0.6
H -0.8 -0.5 0.5

Properties
SMILES: CC(C)n1nncc1P
LUMO level: 0.77 eV



What are the energy above the lowest of the compared OMol25 structures with the same formula, charge and spin values for these records? In order: 105.37 78.33 116.87 kJ/mol.
What are the HOMO level values for these records? In order: -3.862 -14.149 -9.194 eV.